Record 1
The following is a DFT calculation (wB97M-V/def2-TZVPD) of a single C5H13NS molecule in a non-equilibrium geometry.

```
! wB97M-V def2-TZVPD RIJCOSX def2/J DEFGRID3
* xyz 0 1
C -0.7763 3.1268 0.2049
N 0.1256 1.9896 -0.2098
C -0.5207 0.8991 -0.8170
C -0.4396 0.4260 -2.3246
C -0.7943 -0.3003 0.2524
C 0.6275 -0.9223 0.8087
S 0.8633 -2.6468 1.0935
H -0.3749 4.1053 0.5635
H -1.5405 3.2418 -0.4899
H -1.3553 2.7340 1.0195
H 1.0672 2.3918 -0.4937
H -1.6610 1.2306 -0.7436
H 0.2085 0.9351 -3.0443
H -0.1290 -0.6733 -2.4616
H -1.4841 0.1107 -2.6028
H -1.3714 -0.2074 1.1521
H -1.4372 -1.0181 -0.3514
H 1.4502 -0.7357 0.0053
H 1.1360 -0.3363 1.5124
H 2.2185 -2.7324 1.1617
*
```

The calculation puts the HOMO energy at -0.30567 hartree. The lowest unoccupied orbital energy comes out at 0.94 eV. The energy above the lowest of the compared OMol25 structures with the same formula, charge and spin is 77.8 kcal per mole. The energy comes out at -651.11999 a.u.

Record 2
The following is a DFT calculation (wB97M-V/def2-TZVPD) of a molecular structure, C13H25O15Tl in a non-equilibrium geometry.

```
! wB97M-V def2-TZVPD RIJCOSX def2/J DEFGRID3
* xyz 2 1
Tl -4.3596 -20.6934 8.9889
O -7.1002 -23.8951 9.0115
C -5.7963 -23.5563 8.8400
O -5.5422 -22.3439 9.0903
O -4.9671 -24.3191 8.3121
H -7.5320 -23.0974 9.3258
C -5.6222 -23.2742 11.6386
O -5.4293 -22.2307 12.6022
C -4.9434 -21.0442 12.2551
O -4.5629 -20.7581 11.0976
O -4.8598 -20.2815 13.3563
C -4.3584 -18.9357 13.3323
H -6.6282 -23.4601 11.2623
H -5.1416 -24.2228 11.8778
H -5.1831 -22.9912 10.6820
H -4.3669 -18.3853 14.2731
H -4.8504 -18.2590 12.6336
H -3.2952 -18.9988 13.1006
C -4.5053 -28.1381 6.2257
O -5.3514 -27.0565 5.7789
C -5.1736 -25.6591 5.9530
O -4.1009 -25.1246 6.2457
O -6.2832 -24.9733 5.7075
C -6.3807 -23.6107 5.7208
H -3.4291 -27.9665 6.2507
H -4.6682 -28.9769 5.5490
H -4.8262 -28.4111 7.2310
H -5.7912 -23.2337 6.5564
H -7.3918 -23.2334 5.8737
H -5.9576 -23.1784 4.8140
C -11.0691 -20.2569 6.3342
O -10.7069 -21.3154 7.2036
C -9.9349 -22.2567 6.8334
O -9.4785 -22.4180 5.7054
O -9.9442 -23.1371 7.7216
C -9.0923 -24.3035 7.6967
H -11.8675 -19.7060 6.8314
H -11.4014 -20.7052 5.3979
H -10.2770 -19.5382 6.1243
H -9.1552 -24.6467 8.7293
H -8.0546 -24.0154 7.5290
H -9.3652 -25.1728 7.0984
C -4.7102 -27.2758 8.5424
O -4.0434 -27.1194 9.8179
C -3.2560 -26.0917 10.1330
O -3.0492 -25.1425 9.3750
O -2.6998 -26.3238 11.2997
C -1.9043 -25.3423 11.9439
H -3.9302 -27.3398 7.7837
H -5.3706 -26.4416 8.3057
H -5.2979 -28.1929 8.5819
H -1.5693 -25.6416 12.9370
H -2.4240 -24.4122 12.1739
H -1.0244 -25.1135 11.3425
*
```

The calculation puts the HOMO energy at -0.56357 hartree. The lowest unoccupied orbital energy comes out at -12.90 eV. The energy above the lowest of the compared OMol25 structures with the same formula, charge and spin is 152.6 kcal per mole. The energy comes out at -1810.43187 a.u.

Record 3
The following is a DFT calculation (wB97M-V/def2-TZVPD) of a single CH2N2O2S molecule in a non-equilibrium geometry.

```
! wB97M-V def2-TZVPD RIJCOSX def2/J DEFGRID3
* xyz 0 3
C 0.1329 0.3860 -0.0699
N 0.7453 -0.7283 0.3553
N -1.1593 0.5869 0.0043
O 0.3873 -2.0423 0.0285
O 1.6138 -1.4975 -0.3760
S 1.5824 1.9244 -0.1525
H -1.7801 -0.1531 0.3061
H -1.5225 1.5239 -0.0957
*
```

The calculation puts the HOMO energy (spin up / spin down) at -0.23246 / -0.33752 hartree. The lowest unoccupied orbital energy (spin up / spin down) comes out at 0.25 / -2.13 eV. The energy above the lowest of the compared OMol25 structures with the same formula, charge and spin is 157.0 kcal per mole. The energy comes out at -697.10539 a.u.

Record 4
The following is a DFT calculation (wB97M-V/def2-TZVPD) of a molecular structure, C21H45N2OP3SYb in a non-equilibrium geometry.

```
! wB97M-V def2-TZVPD RIJCOSX def2/J DEFGRID3
* xyz 3 2
Yb -0.0651 -0.3002 0.1724
P 0.4212 -2.7481 -0.9666
P 2.6246 -0.1507 1.3894
P -2.7636 0.4407 0.0505
H 1.7133 2.9400 -0.1176
C 0.6783 3.2451 0.0715
C 0.2147 3.5321 1.2977
H 0.8429 3.4578 2.1907
C 1.3861 -2.3758 -2.4826
C 1.5132 -4.0362 -0.2394
C -0.9633 -3.7155 -1.6722
C 3.1996 1.3773 2.2229
C 3.1955 -1.4133 2.5925
C 3.9055 -0.3233 0.0745
C -3.4431 2.1268 0.2641
C -4.1734 -0.7173 0.2393
C -2.7692 0.4126 -1.7700
H 0.0103 3.1662 -0.7962
H -0.8407 3.7737 1.4790
H 1.3670 -3.2583 -3.1371
H 2.4143 -2.2030 -2.1553
H 1.1357 -1.4799 -3.0901
H 1.3904 -5.0078 -0.7477
H 1.2886 -4.1739 0.8271
H 2.5730 -3.7416 -0.2867
H -0.6422 -4.7157 -2.0002
H -1.4178 -3.1807 -2.5194
H -1.7678 -3.8302 -0.9289
H 4.2776 1.5378 2.0802
H 2.9865 1.3123 3.2990
H 2.6487 2.2329 1.8080
H 4.2922 -1.4715 2.6348
H 2.7899 -2.3888 2.2962
H 2.8063 -1.1715 3.5895
H 4.9255 -0.2932 0.4932
H 3.7809 0.5006 -0.6473
H 3.7503 -1.2829 -0.4484
H -4.0955 2.4058 -0.5761
H -2.6009 2.8370 0.3255
H -4.0016 2.1634 1.2089
H -5.0683 -0.3474 -0.2863
H -4.3660 -0.8367 1.3124
H -3.8875 -1.7017 -0.1671
H -3.6155 0.9249 -2.2476
H -2.6647 -0.6118 -2.1599
H -1.8902 0.9918 -2.0675
C -0.8588 1.0238 -4.7468
C -0.0126 0.4756 -5.7185
C 0.0393 1.0582 -6.9906
C -0.7894 2.1409 -7.2898
C -1.6893 2.6487 -6.3364
C -1.7161 2.0903 -5.0551
O -0.6978 0.6581 -3.4208
H -0.3045 -0.2346 -3.2248
H 0.6416 -0.3539 -5.4409
H 0.7331 0.6449 -7.7228
H -0.7215 2.6182 -8.2648
H -2.3386 3.4865 -6.5956
H -2.3880 2.4850 -4.2874
S -1.0752 -1.7065 2.3168
C -0.5856 -0.8595 3.7351
N -0.9061 0.4460 3.9261
C -0.5030 1.2907 5.0672
C 0.6742 0.6655 5.7788
C 0.5110 -0.8294 5.9640
N 0.2035 -1.4407 4.6570
H -1.6149 0.8011 3.2912
H -1.3429 1.4378 5.7661
H -0.2288 2.2625 4.6381
H 0.7927 1.1536 6.7423
H 1.5995 0.8817 5.2307
H -0.2659 -1.0412 6.7160
H 1.4576 -1.2587 6.3006
H 0.2906 -2.4466 4.5551
*
```

The calculation puts the HOMO energy (spin up / spin down) at -0.58654 / -0.58653 hartree. The lowest unoccupied orbital energy (spin up / spin down) comes out at -8.11 / -12.22 eV. The energy comes out at -3591.90959 a.u.

Record 5
The following is a DFT calculation (wB97M-V/def2-TZVPD) of 2 unconnected molecules or ions with the total composition C7H16OSi2 in a non-equilibrium geometry.

```
! wB97M-V def2-TZVPD RIJCOSX def2/J DEFGRID3
* xyz 0 1
C -1.3006 -1.4161 2.7606
C -0.8445 3.6167 1.6968
C -0.6853 -0.3138 2.2961
C -1.2617 2.7618 0.7624
C 1.9997 -2.2910 -0.7886
C 0.3867 -1.0382 -3.1175
C 0.8640 0.6387 -0.7407
O -0.8135 -1.6376 -0.5471
Si -1.3928 0.8629 0.9667
Si 0.4954 -1.2178 -1.2299
H -0.8532 -2.2567 3.3071
H -2.2187 -1.8301 2.4170
H -0.9280 4.6339 1.6249
H -0.6645 3.4642 2.8351
H 0.2540 0.0313 2.6874
H -1.3624 2.9847 -0.2584
H 2.8982 -1.7772 -1.1675
H 2.1420 -2.4231 0.3129
H 1.8952 -3.1885 -1.4076
H 0.6721 -1.8545 -3.8047
H -0.6680 -1.0435 -3.2378
H 0.7330 -0.0902 -3.4580
H 1.2626 1.3789 -1.2857
H -0.0471 0.9414 -0.4843
H 1.5077 0.5795 0.1174
H -2.0702 0.4842 -0.2564
*
```

The calculation puts the HOMO energy at -0.29016 hartree. The lowest unoccupied orbital energy comes out at -1.58 eV. The energy above the lowest of the compared OMol25 structures with the same formula, charge and spin is 22.8 kcal per mole. The energy comes out at -930.37142 a.u.

Record 6
The following is a DFT calculation (wB97M-V/def2-TZVPD) of a gas-phase ion, C4H14FN2OP2 (charge +1).

```
! wB97M-V def2-TZVPD RIJCOSX def2/J DEFGRID3
* xyz 1 1
C -2.9708 0.9416 -0.2743
C -2.0178 0.6830 0.8719
F -2.2812 1.6000 1.8870
C -0.5244 0.8921 0.5808
P 0.3335 -0.1550 -0.6051
N 1.2361 0.7146 -1.6926
N -0.7781 -0.9231 -1.5763
P 1.5574 -1.6974 0.4845
C 3.2543 -1.0363 0.2938
O 1.1893 -1.1610 2.0061
H -2.6358 1.7744 -0.8959
H -3.0978 0.0643 -0.9072
H -3.9440 1.1939 0.1486
H -2.1784 -0.3089 1.3109
H -0.3731 1.9319 0.2716
H 0.0289 0.7452 1.5134
H 2.2272 0.7360 -1.4935
H 0.9089 1.6617 -1.8545
H -0.3417 -1.3405 -2.3931
H -1.3465 -1.6209 -1.1066
H 3.7768 -1.6244 -0.4642
H 3.7403 -1.2085 1.2571
H 3.3605 0.0236 0.0718
H 0.8763 -1.8863 2.5656
*
```

The calculation puts the HOMO energy at -0.50329 hartree. The lowest unoccupied orbital energy comes out at -3.39 eV. The energy comes out at -1127.94988 a.u.